Record 1
{
  "formula": "C41H38AsFeN5O",
  "method": "ωB97M-V with the def2-TZVPD basis set",
  "symbols": ["Fe", "C", "C", "C", "C", "C", "C", "C", "C", "C", "H", "H", "H", "H", "H", "H", "H", "H", "H", "H", "H", "H", "N", "C", "N", "C", "N", "N", "C", "C", "C", "C", "C", "C", "N", "C", "C", "C", "C", "C", "C", "H", "H", "H", "H", "H", "H", "H", "H", "H", "H", "H", "O", "As", "C", "C", "C", "C", "C", "C", "C", "C", "C", "C", "C", "C", "C", "C", "C", "C", "C", "C", "H", "H", "H", "H", "H", "H", "H", "H", "H", "H", "H", "H", "H", "H", "H"],
  "positions_angstrom": [[-0.0969, -1.1525, 0.0145], [-1.5788, -2.3944, -4.4278], [-1.8462, -2.4589, -2.8974], [-1.1963, -3.4213, -2.1211], [-1.4096, -3.4667, -0.7781], [-1.0034, -4.7056, 0.0004], [-2.1025, -2.4149, -0.1406], [-2.7677, -1.4691, -0.9338], [-3.8685, -0.6220, -0.3899], [-2.6762, -1.5377, -2.3103], [-0.9710, -3.2644, -4.6898], [-1.0095, -1.5452, -4.6785], [-2.4703, -2.5459, -4.9892], [-0.6183, -4.1116, -2.6936], [-0.4440, -4.4748, 0.9707], [-0.3435, -5.2498, -0.6133], [-1.9154, -5.2102, 0.1966], [-2.2859, -2.3947, 0.9437], [-4.2363, -0.9046, 0.6117], [-4.7388, -0.6574, -1.0254], [-3.5046, 0.4157, -0.3652], [-3.3230, -0.9081, -2.9400], [0.3265, 0.4636, -4.1190], [-0.2063, 0.1003, -2.9443], [0.4443, -0.6363, -2.0619], [1.6829, -1.1632, -2.3977], [2.3312, -1.9556, -1.5917], [1.6943, -2.1044, -0.3630], [2.3728, -2.7807, 0.5011], [1.9003, -2.6762, 1.8804], [2.6213, -2.8730, 3.0304], [2.1114, -2.5758, 4.2629], [0.7676, -2.1361, 4.3584], [0.0613, -2.1088, 3.1558], [0.5573, -2.3171, 1.9535], [2.2313, -0.8985, -3.7313], [3.4055, -1.4204, -4.2839], [3.8692, -0.9843, -5.5085], [3.2204, 0.0530, -6.1686], [2.0592, 0.5756, -5.7087], [1.5754, 0.0599, -4.5326], [-0.2570, 1.0521, -4.7016], [-1.1662, 0.4833, -2.7806], [3.3073, -3.2369, 0.1343], [3.6693, -3.1266, 3.0033], [2.7967, -2.6747, 5.0957], [0.2634, -2.0160, 5.3484], [-0.9373, -1.8200, 3.1608], [3.8226, -2.2266, -3.7766], [4.7260, -1.3979, -6.0069], [3.6329, 0.4684, -7.0762], [1.5744, 1.4338, -6.2887], [-0.8529, 0.3019, 0.8241], [-0.4587, 1.7658, 1.5526], [-1.0508, 3.2761, 0.5313], [-2.2764, 3.9259, 0.8610], [-2.7049, 5.0115, 0.0771], [-2.0436, 5.2902, -1.1039], [-0.9106, 4.5510, -1.4931], [-0.3725, 3.6008, -0.6356], [1.3754, 2.0229, 1.8279], [1.8827, 3.2811, 2.0103], [3.2335, 3.4694, 2.2362], [4.0591, 2.3698, 2.1659], [3.5607, 1.0918, 2.0100], [2.2032, 0.9094, 1.9124], [-1.3832, 1.6711, 3.2622], [-0.6416, 1.8716, 4.3567], [-1.2309, 1.7595, 5.6126], [-2.6117, 1.5460, 5.6788], [-3.3189, 1.4079, 4.5339], [-2.7598, 1.5057, 3.3018], [-2.8366, 3.4585, 1.7031], [-3.5964, 5.5838, 0.3517], [-2.4948, 6.0168, -1.7450], [-0.5039, 4.6554, -2.4623], [0.4919, 3.0584, -0.9992], [1.2645, 4.1533, 1.8943], [3.7284, 4.4029, 2.5648], [5.1477, 2.4429, 2.3231], [4.2467, 0.2920, 1.9154], [1.8534, -0.1233, 1.8627], [0.4105, 2.1059, 4.2963], [-0.6736, 2.0117, 6.5034], [-3.0243, 1.4578, 6.6475], [-4.3799, 1.2721, 4.6451], [-3.3828, 1.5157, 2.3898]],
  "atomic_forces_ev_per_a": [[0.2033, -1.2093, -0.4901], [0.1012, -2.2834, 2.0452], [0.6857, 0.1239, -1.7134], [-0.7001, 1.0287, -1.4664], [0.5635, -0.3523, 1.9498], [1.0243, 2.2539, 1.2516], [-0.2208, 0.1376, -0.1286], [-1.2127, -0.8187, 0.3419], [0.2725, 0.9485, 1.0390], [-0.2718, 0.2111, -0.4923], [0.1389, 0.0820, -0.0025], [0.2669, 1.1417, -0.5460], [-0.8243, 0.5117, -0.4963], [0.4178, -0.7857, 0.2318], [-1.0090, -0.2322, -1.2050], [0.6121, -1.1158, -0.6168], [-0.6045, -0.9084, 0.3898], [0.0156, -0.3524, -0.5090], [0.5232, 0.0716, -0.3086], [-0.1656, -0.0018, -0.4086], [-0.3579, -0.0376, 0.1865], [0.3876, -0.1430, 0.3392], [-1.4314, 0.4934, 1.1486], [2.6894, -0.4965, -0.2953], [-0.7489, 0.7095, -0.3041], [0.0336, -0.8687, -0.3930], [-0.4229, 0.0704, -0.0679], [1.3149, -0.0864, -0.2600], [0.2502, 0.6858, -0.8667], [-2.5141, -0.3184, 0.0361], [1.3293, 0.1464, -0.8516], [-1.6942, 0.7526, 0.9017], [1.1216, -1.3414, 0.6678], [0.8149, 0.3188, 0.5350], [2.0318, -0.1717, -0.1429], [-0.0707, 1.2380, -0.8865], [-0.8036, 0.4044, -0.4799], [-0.1207, 0.1214, 0.1260], [0.8620, 0.0517, -0.7481], [-0.6296, 1.5373, -1.0324], [-0.5676, -0.3508, 0.8142], [0.3314, -0.0676, -0.1250], [-1.2601, 0.2884, 0.6739], [-0.3435, 0.1353, 0.6500], [0.1200, -0.2880, -0.3623], [-0.4065, 0.0527, 0.2638], [0.5131, 0.1993, -1.1507], [-1.8144, 0.4126, 0.1114], [1.1141, -1.1346, 0.7917], [0.3075, -0.3138, 0.2709], [0.1453, -0.1756, -0.1196], [0.4289, -1.4573, 1.0903], [-0.2078, 0.9193, 0.1178], [-1.3390, 0.7991, 0.9283], [-1.3253, 0.0976, 0.1251], [0.9213, -0.7930, 0.2113], [-0.2453, -0.7729, 0.8089], [0.5145, -0.7101, -0.0518], [-1.0013, 0.2043, 1.1405], [-0.3068, 0.0903, -0.7193], [0.1277, -1.1726, 0.1037], [0.1980, 1.3469, -0.2786], [1.0241, 0.2896, 0.6898], [1.3598, -0.3138, 0.5255], [-0.3027, 0.6601, -0.2281], [0.0761, -0.7905, -0.3315], [-0.2975, 0.4236, -3.1120], [1.3051, -0.0916, 2.3642], [-0.7065, 0.7520, -0.1416], [2.7358, -0.1153, 0.8033], [-2.2660, -0.1277, 0.0267], [0.0929, -0.0732, -1.2893], [0.2913, 1.1670, -0.6476], [0.3101, -0.3335, -0.1002], [0.1260, 0.4256, -0.4140], [0.5127, 0.4257, -0.7915], [0.1758, -0.0965, 0.3581], [-0.3783, 0.1887, 0.2268], [-0.8762, -0.2918, -0.6667], [-0.6396, 0.3145, -0.1823], [0.4317, -0.8649, 0.1789], [-0.3172, 0.4008, -0.0964], [0.1653, -0.0528, -0.0635], [0.1024, -0.3048, 0.0581], [-0.7848, 0.0066, 0.6999], [-0.3546, -0.0517, -0.2292], [0.4526, -0.3727, 0.5899]],
  "lowdin_spin": [3.647, 0.001, 0.009, 0.010, 0.010, 0.001, -0.002, 0.014, 0.002, 0.004, 0.000, 0.000, 0.000, 0.000, 0.000, 0.000, 0.000, -0.001, 0.000, 0.000, 0.001, 0.000, 0.000, 0.003, 0.037, 0.000, 0.003, 0.031, 0.030, 0.002, 0.004, 0.001, 0.005, 0.006, 0.036, 0.001, 0.000, 0.000, -0.001, 0.000, -0.001, 0.000, 0.000, 0.002, 0.000, 0.000, 0.000, 0.000, 0.000, 0.000, 0.000, 0.000, 0.106, 0.019, 0.002, 0.001, 0.000, 0.000, 0.000, 0.001, 0.002, 0.000, 0.001, 0.000, 0.001, 0.002, 0.003, 0.001, 0.000, 0.000, 0.000, 0.001, 0.000, 0.000, 0.000, 0.000, 0.000, 0.000, 0.000, 0.000, 0.000, 0.002, 0.000, 0.000, 0.000, 0.000, 0.000],
  "homo_ev": [-13.3449, -13.3078],
  "e_lumo_ha": [-0.217, -0.223],
  "homo_lumo_gap_ev": [7.440, 7.242],
  "multiplicity": 5,
  "total_charge": 2
}



Record 2
{
  "formula": "C5H6F2N2",
  "method": "ωB97M-V with the def2-TZVPD basis set",
  "symbols": ["F", "C", "C", "C", "C", "N", "C", "F", "H", "H", "H", "N", "H", "H", "H"],
  "positions_angstrom": [[0.1112, -1.7592, -1.8313], [0.4529, -0.6914, -1.1002], [1.5221, -0.7627, -0.2271], [1.8546, 0.3689, 0.5049], [1.0967, 1.5147, 0.3319], [0.0797, 1.5842, -0.5109], [-0.2331, 0.5192, -1.2022], [-1.2540, 0.6478, -2.0538], [2.0721, -1.6850, -0.1343], [2.6852, 0.3507, 1.1921], [1.3083, 2.4252, 0.8710], [-2.2143, -0.6156, 0.8589], [-3.0514, -0.1997, 0.4774], [-2.4377, -1.5724, 1.1068], [-1.9924, -0.1246, 1.7168]],
  "atomic_forces_ev_per_a": [[-0.1538, 0.1612, 0.0126], [0.2823, 0.2352, 0.1780], [-0.3763, 0.1464, -0.2743], [-0.1024, 0.0642, 0.0262], [0.3852, -0.1402, 0.2126], [-0.5132, -0.3182, -0.5448], [0.1262, 0.1789, 0.0692], [0.1426, -0.2776, 0.0984], [0.0428, -0.1281, -0.0136], [0.0570, 0.0357, 0.0706], [0.1302, 0.0644, 0.1494], [0.1299, -0.1371, 0.0797], [-0.1093, 0.0786, -0.0527], [-0.0147, 0.0298, 0.0060], [-0.0264, 0.0069, -0.0173]],
  "nbo_charge": [-0.303, 0.306, -0.227, -0.263, 0.027, -0.436, 0.540, -0.303, 0.233, 0.224, 0.197, -1.079, 0.364, 0.359, 0.360],
  "homo_ev": -9.3279,
  "e_lumo_ha": 0.033,
  "smiles": "Fc1cccnc1F.N",
  "homo_lumo_gap_ev": 10.234
}



Record 3
{
  "formula": "C19H19F10HfN3O9S3",
  "method": "ωB97M-V with the def2-TZVPD basis set",
  "symbols": ["C", "N", "C", "C", "C", "C", "C", "C", "C", "C", "N", "C", "C", "C", "H", "H", "H", "H", "H", "H", "H", "H", "H", "H", "H", "H", "H", "H", "Hf", "C", "F", "F", "F", "S", "O", "O", "O", "C", "F", "F", "F", "S", "O", "O", "O", "C", "F", "F", "F", "S", "O", "O", "O", "F", "N", "C", "C", "C", "C", "H", "H", "H", "H", "H"],
  "positions_angstrom": [[28.5515, 20.2281, 3.9522], [29.2813, 20.4162, 2.7585], [29.0739, 19.6020, 1.7365], [29.7698, 19.8075, 0.5313], [30.7890, 20.7154, 0.4767], [31.0694, 21.5372, 1.5427], [30.3040, 21.3573, 2.7197], [31.5515, 20.9211, -0.7521], [32.6657, 20.0709, -1.0919], [33.2617, 20.3849, -2.3721], [32.9201, 21.4830, -3.0531], [32.0327, 22.4052, -2.5739], [31.3209, 22.0933, -1.4300], [33.5845, 21.7685, -4.3587], [27.5207, 20.5101, 3.7373], [28.9097, 20.8490, 4.7734], [28.6577, 19.1707, 4.1947], [28.2651, 18.9340, 1.9936], [29.4503, 19.2690, -0.3487], [31.7124, 22.3981, 1.4344], [30.3062, 22.0302, 3.5645], [32.9983, 19.2294, -0.5024], [34.1543, 19.8793, -2.7099], [31.7586, 23.2608, -3.1732], [30.6926, 22.8903, -1.0607], [34.0270, 22.7644, -4.3777], [32.8288, 21.5916, -5.1240], [34.5099, 21.1984, -4.4399], [26.1980, 12.7654, 1.4828], [31.7276, 13.1015, -1.7179], [32.3470, 12.8834, -0.5353], [32.4484, 13.9952, -2.4226], [31.4667, 12.0356, -2.4066], [30.0709, 14.0826, -1.4353], [30.5338, 15.3572, -0.9161], [29.4569, 14.0645, -2.7778], [29.2767, 13.3981, -0.3700], [21.9622, 15.6985, 5.2747], [21.2880, 14.5809, 5.2326], [21.7143, 16.4005, 4.1680], [21.7499, 16.5276, 6.3604], [23.8397, 15.2114, 5.1827], [24.0854, 14.4197, 6.4140], [23.9938, 14.4713, 3.9154], [24.6313, 16.4011, 5.0168], [20.2575, 14.0118, -0.2825], [20.6424, 15.2928, -0.1981], [20.1915, 13.5022, 0.9888], [19.0917, 13.7416, -0.8656], [21.6972, 12.9749, -1.0987], [22.8467, 13.1812, -0.1960], [21.2647, 11.5510, -1.0844], [21.8777, 13.5643, -2.4937], [25.9525, 15.7635, 0.4743], [24.4713, 20.0307, 0.7271], [25.1240, 21.0353, 0.0820], [24.5806, 22.2754, 0.5769], [23.6916, 21.8883, 1.6001], [23.5434, 20.4977, 1.6354], [24.8024, 19.0783, 0.6679], [25.8949, 20.7927, -0.6344], [24.9460, 23.2879, 0.4881], [23.1630, 22.6097, 2.2056], [23.0477, 19.7809, 2.2734]],
  "atomic_forces_ev_per_a": [[-1.2732, -0.3209, 1.4779], [4.0521, 1.8905, -1.0202], [-0.1134, 0.7007, -0.8645], [-1.3344, -1.3373, 0.8620], [0.0725, -0.0517, -0.0715], [-1.5801, 0.1283, 2.4475], [-0.8458, -0.1045, -1.5786], [2.2471, -1.3194, 0.0959], [-1.3635, 2.0321, -2.7389], [-0.1826, -0.1483, 2.9160], [0.0513, 1.2060, -0.1063], [-0.4052, -1.7908, 0.0273], [0.7652, 1.2001, -1.1159], [0.5502, 0.1147, 0.2814], [-0.1373, -0.2812, 0.3021], [0.1274, -0.1318, -0.2120], [-0.3944, 0.1366, 0.4227], [-0.0057, -0.5904, -0.9789], [0.2016, -0.3677, 0.0446], [0.3596, -0.2037, 0.3143], [0.3904, -0.0785, 0.0541], [-0.1052, -0.0531, -0.0716], [-0.2569, -0.3482, -0.2713], [0.5232, 0.0867, -0.1288], [-0.4881, -0.3269, 0.1139], [-0.8386, 0.3723, 0.1233], [0.5087, 0.0357, -0.2014], [-0.5580, -0.7432, -0.1852], [-0.2702, 3.2997, -1.3082], [-1.8464, 2.8583, 1.2461], [-0.2905, -0.4407, -1.1522], [0.3510, -0.9124, 0.0357], [0.6689, -0.8792, -0.0639], [-0.6643, -0.8582, -0.1550], [0.0646, 0.2510, -0.4228], [0.7945, 0.1201, 1.9770], [0.3166, -0.0899, -0.9368], [2.3484, 1.2258, 0.0023], [-0.6276, 0.2258, 0.8230], [-0.2783, 0.0682, 0.2475], [-0.0840, -1.9130, -1.5641], [-0.2468, -1.5707, 1.3899], [-0.4500, 1.2655, -2.1686], [-0.4644, -0.6243, 0.2977], [0.1185, 1.1181, 0.5331], [1.1784, -1.9268, 1.2206], [-1.0497, -0.9916, -0.5636], [0.0042, 0.7567, -1.1108], [1.0573, 1.1487, 0.0997], [-0.5809, 0.1123, -1.8597], [-0.6005, 0.0154, -0.7675], [0.5930, 2.3647, -0.1916], [-0.2631, -1.4840, 3.4151], [0.3197, -2.5844, 1.0449], [0.2628, -0.2987, -0.1146], [-0.9150, 1.2055, 0.7624], [0.7127, -2.0139, 1.0436], [-0.7364, 0.7132, -0.3855], [1.7422, 0.1780, -0.5196], [-0.5008, -0.1799, -0.1537], [-0.1434, 0.1855, -0.0422], [-0.1021, -0.1703, -0.6108], [-0.1378, -0.2301, 0.0441], [-0.2473, 0.3495, -0.0294]],
  "nbo_charge": [-0.429, -0.242, 0.127, -0.207, 0.087, -0.213, 0.100, -0.001, -0.168, 0.120, -0.250, 0.105, -0.216, -0.424, 0.247, 0.251, 0.251, 0.260, 0.276, 0.262, 0.252, 0.280, 0.257, 0.261, 0.258, 0.252, 0.253, 0.248, 1.717, 0.760, -0.317, -0.323, -0.283, 2.246, -0.941, -0.880, -0.981, 0.773, -0.280, -0.314, -0.308, 2.229, -0.816, -0.879, -0.842, 0.783, -0.293, -0.322, -0.279, 2.165, -0.829, -0.731, -0.710, -0.744, -0.508, 0.018, -0.275, -0.264, 0.034, 0.440, 0.218, 0.243, 0.247, 0.249],
  "homo_ev": -12.6575,
  "e_lumo_ha": -0.403,
  "homo_lumo_gap_ev": 1.692,
  "total_charge": 2
}



Record 4
{
  "formula": "C3H2Cl2O",
  "method": "ωB97M-V with the def2-TZVPD basis set",
  "symbols": ["C", "C", "C", "O", "Cl", "Cl", "H", "H"],
  "positions_angstrom": [[-0.0459, 1.0351, 0.3430], [0.3344, 1.4488, -0.9305], [-1.2981, 0.5856, -0.2369], [-0.8113, 0.8738, -1.5174], [-2.7885, 0.8837, 0.2559], [-3.9815, -1.2729, 0.3782], [0.1570, 0.9896, 1.3832], [1.1276, 1.6746, -1.5984]],
  "atomic_forces_ev_per_a": [[-0.0208, 0.2871, -0.6094], [-1.4950, -2.6360, 2.3147], [2.7774, 1.3603, -0.5482], [-1.4215, 0.3135, -1.6798], [-1.0993, 0.0371, 0.0129], [-0.3176, -0.4771, 0.0573], [0.9206, 0.5149, 0.4296], [0.6563, 0.6003, 0.0230]],
  "nbo_charge": [-0.373, 0.165, 0.208, -0.497, 0.374, -0.335, 0.237, 0.222],
  "homo_ev": [-9.7490, -9.0897],
  "e_lumo_ha": [-0.055, -0.088],
  "homo_lumo_gap_ev": [8.244, 6.689]
}



| no. | largest force on an atom (eV/A) | electronic energy (a.u.) |
| --- | --- | --- |
| 1 | 3.15 | -5433.18687 |
| 2 | 0.81 | -503.36861 |
| 3 | 4.59 | -3816.81711 |
| 4 | 3.81 | -1110.93276 |